[1]
C26H22B3N3O25 | ωB97M-V/def2-TZVPD

Geometry as XYZ:
```
79
Properties=species:S:1:pos:R:3:forces:R:3:mulliken_charge:R:1
O 1.647607 -2.473063 1.215302 0.2 0.3 0.6 -0.624
C -5.769501 -1.433465 2.439252 -0.3 0.0 0.6 0.655
N 2.209623 -1.374468 -2.718577 0.0 0.5 0.2 0.004
C -3.739173 -3.286593 -1.005079 -0.8 0.4 0.7 0.338
C 3.494427 -1.594465 -2.950998 0.4 -1.0 -0.4 -0.284
O 3.964792 1.052602 -1.000691 0.1 -0.2 0.3 -0.645
O -1.313282 0.982799 -1.089027 0.1 -0.3 -0.5 -0.646
C 3.441229 1.787663 -1.787427 -0.4 0.2 -0.3 0.611
O 0.434806 2.669997 -6.422330 0.0 -0.1 0.0 -0.628
O -2.946084 3.210614 -2.142865 -0.4 -0.1 -0.3 -0.545
N 1.013165 -0.265391 -0.322453 0.2 -1.0 1.2 0.962
C 2.531249 3.475024 2.968014 0.1 -0.1 -0.4 -0.599
H 0.391450 -4.048712 1.464446 -0.5 0.3 -0.1 0.245
O -1.106254 3.930693 -4.187143 -0.1 0.1 -0.2 -0.581
H 3.302226 -2.696553 3.485540 -0.1 0.2 -0.2 0.260
O -4.445486 -3.321619 2.244700 -0.3 -0.4 0.2 -0.533
O -2.799681 -2.207686 0.834544 -0.4 -0.3 0.3 -0.162
O -1.390154 -2.697987 -0.833308 0.6 0.0 -0.1 -0.641
O -4.747063 1.723790 1.696481 0.0 0.5 -0.3 -0.527
O 3.135954 3.615825 -3.184041 0.1 -0.3 0.1 -0.459
N 1.531051 1.658046 1.813191 -0.3 0.1 -0.8 -0.298
H 0.307104 -1.326366 -3.582283 0.1 0.3 0.3 0.442
O -2.515471 1.408089 0.744107 0.1 -0.4 0.0 -0.201
C 1.370654 -1.464333 -3.744551 -0.1 -0.6 -0.4 -0.334
O 4.917286 3.722626 -1.808570 0.3 0.2 0.0 -0.638
O -4.749049 -3.017441 -0.181835 0.0 -0.4 0.0 -0.600
H 1.113165 -2.892112 4.126661 -0.1 -0.1 0.0 0.271
H 1.702325 -0.515301 -1.047182 -0.4 0.2 -0.4 0.158
C 0.199767 3.008641 3.246042 0.1 0.3 0.8 -0.704
H 1.003159 -4.575081 3.600861 0.0 0.0 0.0 0.335
H -0.717613 3.208039 3.783224 -0.3 -0.1 -0.4 0.358
C 0.743396 2.722269 -5.268370 -0.4 0.2 0.4 0.514
H 1.052762 -1.852833 -5.818132 0.0 -0.1 0.0 0.412
O -3.641102 3.557210 4.410905 0.2 0.2 0.4 -0.644
O -6.660866 -0.749634 2.841325 -0.1 0.0 -0.1 -0.574
B 2.017084 2.647127 -3.343032 -1.4 1.2 -0.3 1.001
C 3.952003 3.174594 -2.253282 0.0 -0.1 0.1 0.230
O -5.687711 -3.269425 4.114829 -0.3 -0.1 0.3 -0.618
C -5.006656 2.177559 2.912770 0.2 -0.3 0.0 0.498
O -3.847906 -3.805435 -2.072539 0.4 -0.2 -0.3 -0.635
C 3.110155 -2.160231 -5.238393 0.1 -0.2 0.1 -0.213
C 3.984142 -2.067537 -4.170198 -0.1 0.3 0.6 -0.771
H 1.267573 0.593317 0.193333 -0.2 0.1 -0.3 0.301
H -0.461842 1.286883 2.118268 -0.2 0.2 -0.1 0.594
H 4.204125 -1.531802 -2.132333 -0.3 0.3 0.2 0.364
O -3.821851 3.157831 -0.063412 0.0 0.0 0.1 -0.518
H 3.434691 4.032129 3.178520 -0.1 0.1 0.0 0.390
H 0.037012 -0.281398 -0.651775 0.3 0.5 -0.2 0.283
C 0.346309 1.968721 2.352171 0.4 -0.5 0.3 -0.205
O -3.010171 3.162061 2.294310 0.3 0.4 -0.3 -0.430
C -3.807082 3.058070 3.338373 -0.4 -0.1 -0.3 0.553
C 1.324790 3.750023 3.584212 0.2 0.3 -0.3 -0.289
O 2.293595 1.565374 -2.407063 0.3 -0.2 0.0 0.024
H 3.382212 -4.388629 3.239248 -0.1 -0.2 -0.3 0.348
H 1.110618 -1.018244 0.393089 0.0 0.3 -0.5 0.531
C 2.828020 -3.221976 1.455834 -0.1 -1.0 -1.1 -0.675
O 0.732548 3.338691 -3.029954 0.3 -0.3 0.2 -0.574
B -3.545248 2.389673 1.151879 -0.3 -0.7 0.3 1.067
H 2.723476 -4.141884 0.855145 -0.1 -0.2 0.3 0.302
C -0.047909 3.395227 -4.101066 0.4 0.2 -0.2 0.626
H 1.276185 4.586357 4.270739 -0.2 -0.1 0.2 0.390
H -0.202167 -2.469381 2.145165 -0.1 0.0 -0.2 0.226
C 0.645828 -3.128929 2.002868 0.3 -0.7 0.0 -0.342
H 3.731886 -2.788649 1.029542 -0.2 0.8 0.3 0.410
B -4.263398 -2.459700 1.087541 0.5 1.0 0.0 1.063
C 2.814010 -3.505770 2.935113 0.8 0.0 1.0 -0.582
H 5.021212 -2.377925 -4.172006 0.0 0.1 -0.5 0.387
H 3.520977 2.149668 1.593914 -0.1 0.0 -0.2 0.471
C -2.475591 -2.720930 -0.324324 0.2 0.2 -0.4 0.747
C -5.351731 -2.789534 3.077828 0.8 0.1 -0.7 0.428
C 1.777860 -1.850112 -5.015211 0.1 0.4 -0.2 -0.751
H 3.454149 -2.506436 -6.205680 -0.1 0.0 0.0 0.384
O 1.852636 2.241269 -4.735975 0.9 -0.6 -0.2 -0.471
O -4.963930 -1.202121 1.418762 0.0 -0.5 -0.3 -0.481
C -2.195209 1.560484 -0.520651 -0.4 0.4 0.6 0.661
C -3.068296 2.716748 -1.068970 0.6 0.3 0.3 0.163
C 1.331189 -3.579829 3.310682 -0.1 0.6 -0.2 -0.589
C 2.576389 2.436277 2.045289 0.3 -0.1 0.9 -0.398
O -5.960376 1.936975 3.586735 -0.1 0.2 0.1 -0.598
```
Forces are in eV/Å.

ΔE to the lowest compared entry with this formula, charge and spin = 0.0 kJ/mol
Kohn-Sham gap = 8.8 eV
net charge = -2
largest force on an atom = 1.8 eV/Å


[2]
C3H5NOS2 | ωB97M-V/def2-TZVPD

Geometry as XYZ:
```
12
Properties=species:S:1:pos:R:3:forces:R:3:nbo_charge:R:1
S -3.121839 1.873055 0.358119 0.4 0.5 -0.3 -0.025
H 3.261397 -1.161335 -0.715551 0.7 -0.1 -0.8 0.228
O -0.813678 1.669717 -0.966917 -0.4 0.3 0.0 -0.531
H -2.751607 3.099289 -0.105158 -0.3 -0.5 0.1 0.162
N -0.158997 -0.790918 0.150017 0.6 0.3 0.6 -0.507
H -2.034073 -0.724758 0.900856 -0.3 -0.3 0.2 0.192
C -1.603705 1.135490 -0.229756 0.7 -0.2 0.4 0.354
C 2.436604 -1.292889 -0.059910 -0.9 -2.0 1.8 -0.789
H 2.828879 -1.128991 0.982052 -0.6 0.0 -0.9 0.221
C -1.276340 -0.206408 0.344405 0.3 0.2 -1.0 -0.055
H 2.025663 -2.376081 -0.099524 0.7 1.9 -0.2 0.242
S 1.207694 -0.096171 -0.558634 -0.9 0.0 0.0 0.509
```
Forces are in eV/Å.

ΔE to the lowest compared entry with this formula, charge and spin = 119.5 kJ/mol
SMILES = CS/N=C\C(=O)S
Kohn-Sham gap = 8.6 eV
largest force on an atom = 2.8 eV/Å


[3]
C9H14 | ωB97M-V/def2-TZVPD

Geometry as XYZ:
```
23
Properties=species:S:1:pos:R:3:forces:R:3:nbo_charge:R:1
C -0.039754 0.721601 -0.979546 0.0 0.1 0.0 -0.221
H -0.193397 -4.358301 2.436055 -0.1 -0.5 -0.2 0.206
H 2.117784 -3.244318 1.419006 0.2 0.0 0.0 0.206
C -0.525087 3.019941 -0.448056 -0.5 -0.4 -0.7 -0.210
H 0.904406 3.624059 -2.521025 0.3 0.1 0.3 0.212
H 1.862785 2.122488 -2.392080 0.1 0.1 -0.6 0.220
C 0.067416 2.074587 -1.287694 0.1 0.4 0.0 -0.014
H -0.384989 4.059439 -0.717989 -0.2 0.1 0.2 0.205
C -0.720105 0.319970 0.166217 0.8 0.6 -0.2 -0.193
H -0.547738 -0.661993 0.579062 -0.6 -0.3 -0.2 0.213
H 1.318808 -4.611738 0.656577 0.4 -0.9 -0.1 0.204
C -1.444593 1.269525 0.873792 -0.8 -0.4 0.4 -0.232
H -2.121545 3.338907 0.926539 0.2 -0.1 0.5 0.216
H 0.368596 2.300836 -3.435500 0.2 -0.6 0.0 0.221
C -0.002640 -3.465339 1.857329 0.5 0.6 0.3 -0.613
H -2.111333 0.909316 1.649349 0.1 0.2 0.2 0.211
H -0.876078 -3.195869 1.283582 -0.4 0.0 0.0 0.204
H 1.097888 -3.080760 -0.023340 -0.1 0.5 0.1 0.203
C 1.214391 -3.586893 0.930779 -0.5 0.1 0.3 -0.611
C 0.861658 2.537419 -2.491678 -0.4 0.2 0.5 -0.631
H 0.154238 -2.717730 2.639562 -0.1 0.3 -0.3 0.203
H 0.420459 0.013308 -1.659580 0.1 -0.2 0.2 0.208
C -1.421159 2.611537 0.538629 0.5 0.1 -0.6 -0.206
```
Forces are in eV/Å.

ΔE to the lowest compared entry with this formula, charge and spin = 53.8 kJ/mol
SMILES = Cc1ccccc1.CC
Kohn-Sham gap = 10.0 eV
largest force on an atom = 1.0 eV/Å


[4]
C34H82Ca2CuN5O10 | ωB97M-V/def2-TZVPD

Geometry as XYZ:
```
134
Properties=species:S:1:pos:R:3:forces:R:3:lowdin_spin:R:1
H 1.080050 3.079919 1.295817 -0.2 0.5 0.0 0.000
C -4.096306 -3.054436 1.406931 -1.0 -0.9 0.9 0.003
H -4.395011 -3.645144 -5.912054 -0.5 -0.2 -0.3 0.000
H 2.774984 -4.912185 0.444162 -0.6 -0.9 0.5 0.003
H 0.644003 0.690597 -2.436139 -0.1 0.8 0.3 0.003
H -3.531680 6.756507 3.791249 0.6 -0.4 1.2 0.000
H 1.846765 6.189014 4.260562 -0.3 -0.9 0.1 0.000
C -3.650667 -5.561666 -1.157889 1.4 -2.8 -1.8 0.005
H -3.420517 2.990377 -1.721038 0.1 0.6 0.2 0.000
N 3.345478 -4.965239 -0.387599 1.0 0.8 0.4 0.004
O -4.490616 -5.539291 -4.977197 3.6 0.5 -1.0 0.000
N 3.168224 3.768270 3.147872 -2.9 3.3 -2.3 0.000
C -2.571100 6.717428 3.277575 0.2 1.2 -1.8 0.000
H -3.228276 2.465120 1.715376 -0.4 0.0 0.2 0.000
H -3.873278 4.035699 3.188220 0.1 0.6 0.7 0.000
H 2.452804 -6.661066 -1.101336 -0.2 -0.1 -0.1 0.002
H -3.039354 -0.065261 -6.732339 0.4 1.1 0.5 0.000
C 2.861427 6.526309 2.478232 2.4 2.7 -0.6 0.000
H 4.300340 -5.620734 -2.784514 -0.6 0.3 -0.4 0.001
H 5.337679 -4.314742 -0.674849 0.0 -0.1 0.3 0.000
H -1.655505 5.401136 1.975719 0.5 0.8 0.1 0.000
C 3.101850 -1.175675 1.366149 0.0 -0.8 -1.1 0.002
H 7.635420 -6.052155 -2.355896 -0.1 -0.2 1.5 0.000
C 4.419288 4.060167 0.935121 -1.6 -0.8 0.3 0.000
H -4.802060 -3.816514 -1.166496 -0.1 0.2 0.2 0.001
H 4.040714 -3.655992 1.892722 -1.2 1.0 0.5 0.000
H 5.293258 5.826445 4.822254 0.4 -0.1 0.0 0.000
H -3.621957 -1.966089 3.209888 0.0 0.4 -0.2 0.000
H -1.010839 6.993199 4.731188 0.2 0.2 0.3 0.000
H -2.426418 -3.128512 2.663399 -0.1 -0.3 0.5 0.000
H -1.614520 1.627898 -5.443308 -0.6 0.9 0.2 0.000
H 1.342125 5.399835 2.073750 -0.7 -0.5 -0.6 0.000
H 3.805410 -7.002828 -0.074899 0.3 0.0 -0.1 0.000
H -3.996121 5.059390 1.761122 -0.3 0.1 -0.1 0.000
C -2.826229 -0.623825 -5.820920 -0.6 -2.1 -0.6 0.001
H -4.053543 -5.807509 -2.140407 -1.0 -0.5 0.2 0.000
H -6.458639 -5.356223 -5.410263 -0.2 1.1 -0.1 0.000
H 6.575034 -6.229667 -3.508508 -1.4 0.0 -0.2 0.000
H 3.958759 -0.689966 1.832941 0.2 -0.3 -0.2 0.000
H 1.005437 0.458171 -0.682116 0.6 0.2 -0.2 0.001
C -2.151820 -0.260473 2.200554 0.8 0.7 -0.9 0.002
H -2.997479 0.063853 2.806997 0.0 0.1 -0.2 0.000
C -4.369595 -4.515835 -0.450942 0.1 0.2 0.7 0.003
H 5.739412 4.200020 4.282873 -0.1 -0.1 0.0 0.000
H -3.673593 -0.642175 -5.135551 -0.5 0.0 -0.5 0.000
H 2.472649 2.309045 0.616910 0.2 -0.3 -0.1 0.000
H -3.271234 1.742445 -0.546021 0.1 -0.1 0.6 0.000
C -2.449156 -4.302250 -5.507070 0.1 -1.6 0.8 0.003
H 5.283879 -2.684719 1.221906 0.0 0.1 -0.2 0.000
C 3.463390 -6.330361 -0.861616 -1.1 -1.5 -1.3 0.002
H 3.874324 6.728106 2.129768 0.5 0.2 0.2 0.000
C 6.716072 -6.619604 -2.500469 0.2 -0.1 -0.5 0.000
C 4.343288 -3.171603 0.964327 0.8 -0.2 -0.5 0.001
H -3.104751 -2.512033 -7.086642 -1.1 0.8 0.3 0.000
H -2.151195 -4.702208 -4.537866 -0.5 -1.2 -0.1 0.004
H -3.016007 1.273723 -4.325402 0.1 0.1 0.1 0.000
O -2.772469 3.764002 0.189119 -0.3 -1.5 -1.1 0.000
Cu -1.385341 -2.455060 -0.286969 -0.8 -0.4 0.2 0.265
H 3.406556 5.206706 6.127733 0.3 0.0 0.3 0.000
H 2.740545 2.067732 3.543834 0.1 -0.4 0.4 0.000
H 2.169167 4.171025 5.689179 0.0 -0.6 -0.4 0.000
H -2.874540 7.332787 2.430605 0.0 0.1 -0.7 0.000
C -0.288419 9.730968 4.018853 -2.0 -0.8 0.6 0.000
C -3.136414 -2.374509 2.323576 -0.2 -2.0 0.4 0.001
H 2.379523 7.489153 2.308532 -0.3 0.1 0.2 0.000
C 2.039214 3.287969 0.821671 0.7 -0.9 1.0 0.000
O 3.434904 -2.191459 0.363971 1.5 -1.4 0.5 0.011
H 3.258744 7.037098 4.393379 1.0 -0.6 0.7 0.000
N -3.429275 -3.867357 0.447850 1.7 1.3 -2.0 0.049
H 2.587956 -1.837688 2.063104 -0.8 1.3 0.6 0.001
H 4.508150 3.038857 0.564813 0.3 -0.4 0.4 0.000
C -1.976559 1.068014 -4.581012 1.4 2.8 0.2 0.001
H 1.950070 3.802379 -0.135163 -0.3 0.0 0.1 0.000
H -2.770002 -4.542784 0.807389 -0.4 -0.3 0.6 0.002
H 5.008009 -5.026093 0.963879 0.5 -0.8 -0.7 0.000
C -3.877735 -4.604342 -5.933304 -0.8 -1.0 1.6 0.000
H -4.721061 -3.766819 1.945734 -0.5 0.4 0.7 0.002
H -1.652058 3.160791 1.902311 0.3 0.4 0.0 0.000
N -2.250418 -2.928945 -5.225770 2.2 2.3 -0.3 0.008
H -2.689819 -5.215634 -1.538826 0.8 0.5 0.5 0.009
C -5.777542 -5.447017 -4.564116 -2.8 -0.8 -0.6 0.000
H -1.778007 2.546810 -1.147756 0.0 -0.3 -0.3 0.000
C -2.997574 -7.975589 -0.883294 -0.7 0.6 0.3 0.000
C 0.470059 0.077447 -1.551891 -0.5 1.1 0.6 0.021
H -6.003124 -4.798626 -3.717473 0.2 0.6 -0.2 0.000
O -2.402381 -1.492200 1.561155 0.6 0.8 -0.7 0.020
C 5.124017 5.070463 4.055479 -0.4 0.1 0.5 0.000
H -1.243793 -0.278471 2.803272 0.0 -0.2 0.2 0.000
C -2.675530 3.398941 1.612685 -1.1 -0.5 -1.8 0.000
Ca 2.145844 -3.196896 -1.252362 -0.9 1.9 -0.3 0.205
O 3.575746 2.513641 3.385127 0.9 -2.3 0.1 0.000
H -5.141464 -4.975154 0.166591 -0.5 0.0 -0.2 0.002
Ca -0.414092 -1.846196 -3.857441 -0.1 0.6 0.5 0.190
C -3.294016 4.551981 2.422696 0.1 -1.7 -0.8 0.000
H -0.690546 10.736068 3.891721 0.2 0.0 -0.4 0.000
H 4.210771 -7.377650 -2.730632 -0.3 -0.2 0.3 0.000
H -3.715033 -8.350305 -1.613315 -0.2 0.1 0.0 0.000
C -2.821502 2.683109 -0.863796 0.6 1.6 1.9 0.000
H -1.605553 -1.921125 -7.009432 0.8 0.2 0.5 0.000
O -1.750474 -0.219339 -4.954567 0.0 -3.2 -1.0 0.008
H 5.450440 5.503496 3.109944 -0.2 0.0 0.1 0.000
H -3.794140 -5.025122 -6.935333 -0.9 -0.2 0.0 0.000
N -2.200006 5.378932 2.826098 -0.1 -0.1 0.9 0.000
H -2.021386 -7.975712 -1.368234 0.2 0.5 0.1 0.000
H -4.756436 -2.363022 0.883225 0.1 0.2 0.1 0.000
C -2.476835 -1.997902 -6.358985 0.2 -0.7 0.5 0.001
H -0.510774 7.204084 3.055105 0.1 -0.2 -0.2 0.000
H 0.519839 9.527616 3.316383 0.1 -0.2 0.2 0.000
H -2.959026 -8.661150 -0.036764 0.0 0.1 -0.1 0.000
H -0.552693 0.139161 -1.180038 -0.6 0.4 -0.4 0.011
H 4.369721 4.572893 -0.025489 0.4 0.9 0.4 0.000
C -1.304028 7.418346 3.771299 0.0 1.5 0.8 0.000
H -1.771415 -4.727431 -6.247336 0.4 0.5 0.0 0.000
C 4.620671 -4.429304 0.138096 0.2 1.4 0.0 0.001
C 3.236687 4.315779 5.523188 0.2 0.9 0.9 0.000
H 6.944459 -7.678323 -2.623183 0.0 0.0 0.3 0.000
O -3.441066 -6.710764 -0.309795 0.2 0.3 -0.5 0.002
O -1.464531 8.877476 3.837138 0.1 -1.1 -0.5 0.000
H -1.963447 0.369329 1.331092 -0.1 0.8 0.5 0.001
H -1.256435 1.268954 -3.787833 -0.5 0.4 0.4 0.000
O 5.632201 -6.422611 -1.534076 2.2 -0.2 -1.4 0.000
H 5.233414 4.256812 1.632707 0.0 0.3 -0.7 0.000
C 4.358880 -6.484997 -2.122909 0.5 0.8 1.7 0.001
H 2.214670 5.817281 0.563058 0.1 0.1 0.1 0.000
C 3.013929 4.123231 1.691409 0.8 1.1 -0.2 0.000
H 2.612024 -0.462304 0.703377 -0.7 0.3 1.0 0.001
C 3.600023 4.766167 4.129427 0.6 1.0 -0.2 0.000
H 3.876556 3.544064 5.951119 -0.3 -0.2 -0.2 0.000
C 2.875482 6.142094 3.903317 -0.6 -0.1 0.0 0.000
O 0.752441 -1.219051 -1.880255 0.8 -3.8 -1.1 0.137
H -6.152039 -6.428152 -4.272172 0.7 -0.4 0.5 0.000
H -0.054917 9.680133 5.082335 0.8 -0.2 -0.1 0.000
H -2.760865 -2.683917 -4.389408 -1.0 0.1 -0.2 0.007
C 2.319467 5.540532 1.612112 -1.1 -3.0 -0.3 0.000
```
Forces are in eV/Å.

Kohn-Sham gap (spin up / spin down) = 3.5 / 2.6 eV
spin multiplicity = 2
net charge = +3
largest force on an atom = 5.0 eV/Å


Among the records above, which one has the highest largest force on an atom?
C34H82Ca2CuN5O10


Which formula does entry 1 have?
C26H22B3N3O25